Version one
The following is a DFT calculation (wB97M-V/def2-TZVPD) of a structure of composition C51H37Cl3CsF6GeN11O2.

CARTESIAN COORDINATES (ANGSTROEM)
Cs: 0.119 -0.572 -0.335
C: 3.909 -0.257 -5.712
N: 2.652 -0.562 -5.059
C: 2.379 -0.662 -3.749
N: 1.083 -0.784 -3.561
C: 0.592 -0.745 -4.825
N: 1.502 -0.625 -5.768
C: 4.242 1.218 -5.662
C: 5.556 1.645 -5.526
C: 5.849 2.997 -5.400
C: 4.829 3.936 -5.390
C: 3.515 3.513 -5.550
C: 3.225 2.162 -5.698
C: 2.368 4.430 -5.470
N: 1.383 4.544 -6.287
N: 0.450 5.364 -5.657
C: 0.945 5.666 -4.509
O: 2.186 5.137 -4.329
C: 0.286 6.269 -3.344
C: 0.822 7.330 -2.627
C: 0.219 7.713 -1.440
C: -0.863 7.003 -0.942
C: -1.400 5.937 -1.652
C: -2.518 5.112 -1.058
N: -2.425 3.715 -1.445
C: -1.341 2.935 -1.505
N: -1.675 1.704 -1.838
C: -3.025 1.787 -1.948
N: -3.525 2.985 -1.729
C: -0.842 5.605 -2.877
H: 3.814 -0.608 -6.740
H: 4.697 -0.835 -5.229
H: 3.138 -0.624 -2.983
H: -0.457 -0.818 -5.056
H: 6.357 0.916 -5.485
H: 6.876 3.316 -5.278
H: 5.050 4.986 -5.251
H: 2.193 1.853 -5.801
H: 1.716 7.830 -2.977
H: 0.638 8.525 -0.862
H: -1.259 7.243 0.037
H: -3.498 5.452 -1.396
H: -2.474 5.177 0.031
H: -0.347 3.303 -1.307
H: -3.652 0.947 -2.196
H: -1.228 4.774 -3.452
C: 4.231 1.938 -2.120
C: 4.942 0.861 -1.609
C: 4.632 0.379 -0.346
C: 3.630 0.974 0.420
C: 2.933 2.086 -0.072
C: 3.234 2.531 -1.359
C: 3.336 0.389 1.757
C: 4.400 0.063 2.639
C: 4.113 -0.495 3.844
C: 2.768 -0.762 4.189
C: 2.383 -1.371 5.406
C: 1.066 -1.620 5.667
C: 0.076 -1.274 4.720
C: 0.422 -0.683 3.540
C: 1.777 -0.407 3.251
N: 2.081 0.176 2.057
H: 4.462 2.329 -3.102
H: 5.731 0.397 -2.190
H: 5.162 -0.479 0.052
H: 2.714 3.392 -1.762
H: 5.417 0.294 2.351
H: 4.901 -0.740 4.547
H: 3.151 -1.643 6.120
H: 0.777 -2.094 6.596
H: -0.964 -1.490 4.928
H: -0.327 -0.435 2.801
C: -4.053 -3.069 -1.897
C: -3.003 -2.162 -1.686
N: -2.915 -1.382 -0.637
C: -3.873 -1.461 0.305
C: -4.971 -2.329 0.188
C: -5.040 -3.145 -0.954
C: -5.977 -2.362 1.212
C: -5.884 -1.561 2.290
C: -4.774 -0.665 2.451
C: -4.657 0.182 3.566
C: -3.576 1.012 3.666
C: -2.604 0.976 2.652
N: -2.680 0.189 1.600
C: -3.758 -0.613 1.482
H: -4.059 -3.696 -2.778
H: -2.195 -2.088 -2.408
H: -5.870 -3.833 -1.067
H: -6.811 -3.043 1.094
H: -6.644 -1.580 3.062
H: -5.428 0.166 4.329
H: -3.450 1.688 4.501
H: -1.743 1.632 2.704
Cl: 1.883 5.097 0.011
Ge: 1.518 3.117 1.015
Cl: 2.642 3.414 2.900
Cl: -0.771 3.878 1.797
C: -1.380 -4.005 1.957
C: -0.241 -4.218 0.937
O: 0.095 -3.117 0.264
C: -0.708 -5.320 -0.056
F: -1.034 -6.504 0.526
F: 0.199 -5.602 -1.003
F: -1.824 -4.913 -0.703
C: 0.995 -4.742 1.723
F: 1.421 -3.802 2.588
F: 2.038 -5.038 0.930
F: 0.756 -5.854 2.469
H: -2.238 -3.599 1.423
H: -1.048 -3.270 2.690
H: -1.674 -4.920 2.474

Properties
Spin multiplicity   2
Charge   -1
HOMO-LUMO gap (spin up / spin down)   6.12 / 7.37 eV
E_HOMO (spin up / spin down)   -0.1557 / -0.2035 Ha
LUMO energy (spin up / spin down)   1.8891 / 1.8274 eV
⟨S²⟩   0.754

Version two
The following is a DFT calculation (wB97M-V/def2-TZVPD) of a structure of composition C51H37Cl3CsF6GeN11O2.

CARTESIAN COORDINATES (ANGSTROEM)
Cs: -0.452 1.282 0.375
C: 4.281 -1.937 2.419
N: 2.908 -1.499 2.539
C: 2.085 -1.059 1.577
N: 0.867 -0.911 2.049
C: 1.006 -1.269 3.350
N: 2.211 -1.678 3.684
C: 4.522 -3.014 1.364
C: 5.839 -3.269 0.993
C: 6.136 -4.161 -0.019
C: 5.125 -4.781 -0.723
C: 3.800 -4.527 -0.385
C: 3.490 -3.675 0.687
C: 2.742 -5.062 -1.250
N: 2.879 -5.588 -2.418
N: 1.601 -5.822 -2.901
C: 0.787 -5.407 -1.996
O: 1.441 -4.924 -0.898
C: -0.670 -5.378 -2.021
C: -1.335 -5.333 -3.242
C: -2.718 -5.284 -3.263
C: -3.435 -5.300 -2.075
C: -2.773 -5.364 -0.855
C: -3.540 -5.388 0.440
N: -3.742 -4.064 0.993
C: -2.915 -3.309 1.728
N: -3.480 -2.161 2.021
C: -4.687 -2.266 1.408
N: -4.895 -3.401 0.780
C: -1.389 -5.394 -0.834
H: 4.565 -2.256 3.420
H: 4.906 -1.080 2.154
H: 2.402 -0.906 0.555
H: 0.194 -1.235 4.059
H: 6.644 -2.748 1.500
H: 7.168 -4.342 -0.289
H: 5.341 -5.430 -1.560
H: 2.455 -3.471 0.922
H: -0.760 -5.308 -4.158
H: -3.240 -5.216 -4.208
H: -4.517 -5.246 -2.091
H: -3.016 -5.991 1.183
H: -4.532 -5.810 0.296
H: -1.924 -3.628 2.011
H: -5.428 -1.487 1.423
H: -0.859 -5.427 0.112
C: -2.192 4.160 -3.965
C: -2.940 5.047 -3.204
C: -3.526 4.605 -2.029
C: -3.374 3.283 -1.608
C: -2.650 2.374 -2.390
C: -2.052 2.841 -3.557
C: -3.999 2.925 -0.300
C: -5.391 3.135 -0.100
C: -5.919 2.918 1.132
C: -5.077 2.501 2.193
C: -5.528 2.347 3.524
C: -4.651 2.003 4.514
C: -3.292 1.772 4.211
C: -2.836 1.877 2.928
C: -3.719 2.270 1.891
N: -3.212 2.476 0.640
H: -1.720 4.493 -4.882
H: -3.060 6.077 -3.517
H: -4.098 5.293 -1.415
H: -1.481 2.155 -4.169
H: -6.001 3.444 -0.937
H: -6.977 3.063 1.320
H: -6.574 2.522 3.747
H: -4.997 1.902 5.535
H: -2.609 1.483 5.000
H: -1.794 1.696 2.699
C: 2.588 -1.513 -2.234
C: 1.330 -0.919 -2.034
N: 1.150 0.386 -1.989
C: 2.215 1.197 -2.148
C: 3.512 0.696 -2.356
C: 3.679 -0.700 -2.391
C: 4.616 1.600 -2.516
C: 4.426 2.933 -2.471
C: 3.118 3.485 -2.260
C: 2.892 4.870 -2.197
C: 1.623 5.336 -1.982
C: 0.585 4.405 -1.823
N: 0.767 3.106 -1.877
C: 2.011 2.639 -2.094
H: 2.678 -2.592 -2.259
H: 0.442 -1.529 -1.890
H: 4.669 -1.114 -2.546
H: 5.604 1.184 -2.671
H: 5.260 3.616 -2.585
H: 3.727 5.552 -2.308
H: 1.413 6.395 -1.914
H: -0.433 4.740 -1.647
Cl: -2.158 -0.356 -4.039
Ge: -2.597 0.344 -1.962
Cl: -4.818 0.086 -1.882
Cl: -1.928 -1.911 -0.993
C: 1.600 2.912 4.202
C: 1.724 3.209 2.696
O: 0.944 2.439 1.926
C: 3.205 2.985 2.285
F: 3.424 3.175 0.974
F: 4.098 3.768 2.941
F: 3.570 1.707 2.548
C: 1.355 4.700 2.478
F: 2.063 5.569 3.245
F: 1.519 5.102 1.205
F: 0.061 4.901 2.784
H: 1.839 1.860 4.356
H: 0.561 3.074 4.487
H: 2.249 3.530 4.824

Properties
Spin multiplicity   2
Charge   -1
HOMO-LUMO gap (spin up / spin down)   5.68 / 7.76 eV
E_HOMO (spin up / spin down)   -0.1442 / -0.2207 Ha
LUMO energy (spin up / spin down)   1.7565 / 1.7525 eV
⟨S²⟩   0.754

The structure shown above that is most stable: version one.